Record 1
The following is a quantum chemistry calculation of an isolated molecule of C5H10OS, from the OMol25 dataset.

Output
* frontier orbital gap: 9.66 eV
* multiplicity: 1
* SMILES: CSCCCC=O

Positions of all 17 atoms, in Å:
S -1.882 0.712 0.013
O 3.068 0.367 -1.900
C 1.343 0.590 -0.230
C -1.915 0.307 1.772
C 0.555 -0.722 -0.085
C -0.890 -0.650 -0.593
C 1.922 0.616 -1.624
H -1.763 -0.771 1.908
H -2.874 0.613 2.154
H -0.838 -0.583 -1.681
H -1.412 -1.594 -0.395
H 0.760 1.485 -0.058
H 1.078 -1.533 -0.588
H -1.108 0.769 2.347
H 0.546 -0.950 0.981
H 1.198 0.827 -2.449
H 2.213 0.516 0.427



Record 2
The following is a quantum chemistry calculation of the ion C5H10OS with charge +1, from the OMol25 dataset.

Output
* frontier orbital gap (alpha / beta): 9.77 / 4.48 eV
* multiplicity: 2
* ⟨S²⟩: 0.753
* net charge: +1

Positions of all 17 atoms, in Å:
S 1.699 -0.242 1.112
O -2.361 0.959 -2.651
C -1.572 1.243 -1.794
C -0.898 -0.145 0.092
C -0.454 0.336 -1.323
C 0.063 0.386 1.183
C 1.500 -1.937 1.731
H 0.472 0.901 -1.213
H -1.547 2.294 -1.463
H -0.334 -0.382 -2.135
H -1.901 0.194 0.363
H -0.815 -1.240 0.079
H 0.465 -2.233 1.510
H 1.803 -1.980 2.774
H 0.091 1.482 1.095
H 1.903 -2.699 1.048
H -0.345 0.145 2.174



Record 3
The following is a quantum chemistry calculation of a structure of composition C5H10OS2, from the OMol25 dataset.

Output
* frontier orbital gap: 7.74 eV
* multiplicity: 1

Positions of all 18 atoms, in Å:
S -2.642 -0.572 -0.501
S 1.535 0.190 -0.263
O -0.612 0.818 1.287
C -0.233 2.420 -0.407
C -0.304 0.933 0.008
C 1.458 -1.731 -0.477
C -0.498 -0.643 1.674
C -1.073 -0.030 -0.722
H 1.213 -1.778 -1.818
H -0.600 -0.239 -1.723
H -1.244 2.853 -0.850
H 0.652 -2.201 0.217
H 0.608 2.752 0.224
H 0.517 -0.303 2.524
H -1.704 -1.143 2.344
H -0.128 -1.468 0.228
H 2.710 -2.050 -0.272
H 0.342 2.191 -1.472



Record 4
The following is a quantum chemistry calculation of an isolated molecule of C5H10OS2, from the OMol25 dataset.

Output
* frontier orbital gap: 8.50 eV
* multiplicity: 1
* SMILES: CO[C@H](C)C(=S)SC

Positions of all 18 atoms, in Å:
S -0.651 0.760 1.769
S 0.980 1.692 -0.532
O 0.478 -1.037 -1.549
C -1.749 -0.579 -1.162
C 0.039 0.615 0.220
C 1.641 -1.839 -1.276
C -0.405 -0.663 -0.447
C 0.094 2.280 2.427
H -0.397 -1.360 0.387
H -1.610 -0.007 -2.042
H -2.217 -1.550 -1.436
H 2.364 -1.313 -0.686
H -2.456 -0.053 -0.510
H 1.129 2.127 2.706
H 1.190 -2.545 -0.604
H -0.473 2.616 3.328
H 2.046 -2.236 -2.238
H -0.004 3.092 1.645



Record 5
The following is a quantum chemistry calculation of a cluster of 3 separate species, C5H10S in total, from the OMol25 dataset.

Output
* frontier orbital gap: 9.03 eV
* multiplicity: 1

Positions of all 16 atoms, in Å:
S -0.412 0.037 -1.207
C 0.592 -0.608 1.118
C -1.417 -1.550 0.805
C 1.481 1.971 -1.952
C 0.289 1.654 -1.275
C -0.709 -0.325 0.523
H -1.643 -1.617 1.871
H 1.892 1.421 -2.815
H 0.523 -2.120 1.095
H 0.631 -0.120 2.343
H -0.455 2.342 -0.672
H 2.123 3.028 -1.763
H -2.350 -1.689 0.093
H -1.375 0.525 0.859
H -0.915 -2.748 0.839
H 1.745 -0.200 0.138



Record 6
The following is a quantum chemistry calculation of an isolated molecule of C5H10S, from the OMol25 dataset.

Output
* frontier orbital gap: 10.11 eV
* multiplicity: 1
* SMILES: C=CCCCS

Positions of all 16 atoms, in Å:
S 2.435 -1.235 -0.065
C -1.428 -0.651 -0.371
C -0.610 0.324 0.437
C 0.585 0.985 -0.382
C 2.067 0.553 -0.094
C -2.689 -0.949 -0.085
H 0.607 2.030 -0.205
H -0.769 -1.253 -1.027
H 2.655 0.849 -0.944
H -0.174 -0.231 1.327
H -1.292 1.189 0.809
H 0.400 0.778 -1.470
H 2.094 -1.417 1.214
H -3.124 -0.533 0.861
H 2.453 1.181 0.766
H -3.209 -1.620 -0.771



Record 7
The following is a quantum chemistry calculation of an isolated molecule of C5H10S, from the OMol25 dataset.

Output
* frontier orbital gap: 9.33 eV
* multiplicity: 1
* SMILES: CC1(C)CCS1

Positions of all 16 atoms, in Å:
S -1.757 -0.470 0.024
C -0.689 -1.268 -1.327
C 0.483 -0.292 -1.198
C -0.157 1.786 0.624
C -0.067 0.285 0.165
C 0.542 -0.499 1.250
H 1.639 -0.193 1.465
H -0.030 -0.364 2.182
H -0.584 -2.297 -1.056
H -0.748 1.825 1.513
H 0.865 2.284 0.806
H 1.428 -0.744 -0.987
H 0.519 0.422 -1.989
H -1.209 -1.172 -2.331
H 0.490 -1.587 1.023
H -0.724 2.285 -0.163



Record 8
The following is a quantum chemistry calculation of an isolated molecule of C5H10S, from the OMol25 dataset.

Output
* frontier orbital gap: 9.92 eV
* multiplicity: 1
* SMILES: C=CCCCS

Positions of all 16 atoms, in Å:
S 2.716 -0.931 0.047
C 2.014 0.725 0.033
C -1.651 0.023 -0.171
C 0.518 0.752 -0.281
C -0.473 0.206 0.725
C -2.285 -1.126 -0.080
H 2.432 1.198 1.002
H -1.801 -1.926 0.502
H 2.387 1.214 -0.852
H -0.184 -0.819 1.054
H -0.609 0.849 1.617
H -2.206 0.883 -0.642
H 0.340 -0.040 -1.126
H 0.193 1.766 -0.556
H -3.298 -1.253 -0.367
H 1.908 -1.522 -0.906



Electronic energy per entry: -669.91636, -669.57591, -1067.70877, -1068.07478, -594.40390, -594.63912, -594.65392, -594.62659 hartree
ΔE to the lowest compared entry with this formula, charge and spin per entry: 52.72, 80.03, 1069.27, 108.33, 764.51, 146.92, 108.08, 179.83 kJ/mol